[1]
Formula: C23H26N3O13PS
Source: the OMol25 dataset
Level of theory: ωB97M-V/def2-TZVPD

Structure (ORCA input):
```
! wB97M-V def2-TZVPD RIJCOSX def2/J DEFGRID3
* xyz 0 1
O -4.60 1.09 3.56
C -3.82 0.17 3.59
N -3.24 -0.37 4.74
C -2.06 -1.16 4.39
C -2.13 -1.47 2.88
C -0.80 -1.19 2.17
C -0.41 -2.21 1.09
C 1.09 -2.29 0.85
C 1.65 -1.04 0.15
S 3.39 -0.69 0.47
C 3.28 0.40 1.82
N 3.98 1.45 2.02
N 3.58 1.95 3.26
C 2.67 1.16 3.68
O 2.42 0.14 2.83
C -3.35 -0.63 2.39
C -3.24 0.17 1.09
P -4.71 0.07 0.07
O -5.52 -1.15 0.24
O -5.44 1.47 0.32
O -4.19 0.27 -1.45
H -3.86 -0.67 5.48
H -1.92 -2.03 5.03
H -1.18 -0.52 4.55
H -2.40 -2.52 2.71
H 0.00 -1.18 2.93
H -0.81 -0.18 1.75
H -0.91 -1.96 0.14
H -0.77 -3.19 1.41
H 1.33 -3.16 0.22
H 1.61 -2.44 1.80
H 1.61 -1.16 -0.93
H 1.07 -0.15 0.40
H 2.10 1.22 4.59
H -4.19 -1.34 2.28
H -3.07 1.23 1.31
H -2.41 -0.16 0.46
H -6.32 1.47 -0.08
H -4.02 -0.61 -1.81
O -3.45 6.64 -3.14
C -2.93 5.79 -2.44
C -1.64 5.93 -1.79
C -1.18 4.91 -1.05
O -0.02 4.93 -0.42
C -1.96 3.63 -0.87
O -1.43 2.77 -0.18
C -3.25 3.49 -1.50
C -3.71 4.51 -2.24
O -4.88 4.50 -2.86
H -1.10 6.85 -1.93
H 0.05 4.06 0.04
H -3.79 2.57 -1.35
H -4.95 5.36 -3.31
O 3.67 -2.37 -2.05
C 4.56 -2.77 -2.77
C 4.35 -3.49 -4.01
C 5.41 -3.90 -4.72
O 5.33 -4.57 -5.86
C 6.83 -3.63 -4.27
O 7.71 -4.06 -4.99
C 7.05 -2.90 -3.05
C 5.99 -2.48 -2.34
O 6.09 -1.81 -1.21
H 3.33 -3.68 -4.32
H 6.25 -4.73 -6.13
H 8.07 -2.70 -2.74
H 5.18 -1.60 -0.91
*
```

HOMO level = -0.3477 hartree
Calculated total energy = -75486.02558 eV
HOMO-LUMO gap = 7.8690 eV

***

[2]
Formula: C23H26N4O3S2
Source: the OMol25 dataset
Level of theory: ωB97M-V/def2-TZVPD

Structure (ORCA input):
```
! wB97M-V def2-TZVPD RIJCOSX def2/J DEFGRID3
* xyz 0 1
C 2.18 1.23 3.23
C 0.92 1.35 2.44
C -0.27 0.76 2.86
C -1.44 0.87 2.14
C -1.46 1.60 0.95
N -2.61 1.78 0.17
C -3.82 1.17 0.32
O -4.14 0.46 1.24
C -4.82 1.59 -0.76
S -5.82 0.16 -1.25
C -4.53 -0.98 -1.52
N -3.31 -0.52 -1.40
C -2.31 -1.39 -1.56
N -2.41 -2.66 -1.84
C -3.65 -3.15 -2.00
C -3.83 -4.51 -2.32
C -5.09 -5.02 -2.48
C -6.22 -4.20 -2.33
C -6.09 -2.88 -2.02
C -4.80 -2.33 -1.85
C -0.28 2.19 0.51
C 0.88 2.07 1.25
S 2.33 2.90 0.61
O 2.87 3.78 1.61
O 1.97 3.49 -0.66
N 3.41 1.63 0.39
C 2.95 0.77 -0.68
C 3.90 -0.38 -1.00
C 4.55 -1.01 0.24
C 5.84 -0.31 0.65
C 5.63 1.07 1.26
C 4.80 2.02 0.39
H 1.97 0.93 4.25
H 2.71 2.17 3.22
H 2.82 0.48 2.77
H -0.28 0.19 3.78
H -2.35 0.40 2.49
H -2.45 2.31 -0.67
H -5.52 2.31 -0.36
H -4.33 1.99 -1.65
H -1.31 -0.98 -1.43
H -2.95 -5.13 -2.43
H -5.23 -6.06 -2.73
H -7.21 -4.63 -2.46
H -6.94 -2.23 -1.90
H -0.24 2.77 -0.40
H 1.98 0.37 -0.34
H 2.76 1.36 -1.59
H 3.32 -1.14 -1.54
H 4.69 -0.04 -1.67
H 3.84 -1.00 1.07
H 4.79 -2.06 0.01
H 6.37 -0.93 1.37
H 6.49 -0.22 -0.23
H 5.13 0.97 2.22
H 6.60 1.53 1.44
H 4.84 3.02 0.83
H 5.21 2.07 -0.62
*
```

HOMO level = -0.3156 hartree
Calculated total energy = -58047.19507 eV
HOMO-LUMO gap = 8.4066 eV
Relative energy (zero: lowest compared OMol25 entry of this formula, charge and spin) = 13.9 kcal/mol

***

[3]
Formula: C23H26N4O4
Source: the OMol25 dataset
Level of theory: ωB97M-V/def2-TZVPD

Structure (ORCA input):
```
! wB97M-V def2-TZVPD RIJCOSX def2/J DEFGRID3
* xyz 0 1
C -2.31 2.94 2.17
C -1.35 2.12 1.80
C 0.09 2.51 1.66
C 0.66 2.09 0.33
C 1.88 1.46 0.23
C 2.37 1.07 -1.01
C 1.64 1.29 -2.17
O 2.02 0.94 -3.43
C 3.02 -0.02 -3.65
C 2.53 -1.48 -3.51
O 2.76 -2.03 -2.22
C 1.94 -1.86 -1.16
C 2.56 -2.11 0.07
C 1.89 -1.99 1.26
C 0.55 -1.60 1.26
C -0.15 -1.42 2.51
N -1.38 -1.07 2.52
N -2.04 -0.87 3.68
C -1.69 -0.95 5.00
N -2.70 -0.64 5.75
N -3.75 -0.35 4.95
C -3.36 -0.48 3.72
C -0.09 -1.37 0.04
C 0.57 -1.51 -1.17
O -0.03 -1.31 -2.38
C -1.37 -0.87 -2.45
C -2.37 -2.01 -2.31
C 0.41 1.96 -2.07
O -0.24 2.17 -3.25
C -1.43 2.92 -3.24
C -0.07 2.35 -0.83
H -3.34 2.61 2.27
H -2.12 3.97 2.40
H -1.56 1.09 1.57
H 0.67 2.03 2.46
H 0.19 3.59 1.79
H 2.47 1.26 1.11
H 3.33 0.57 -1.05
H 3.90 0.14 -3.00
H 3.33 0.14 -4.68
H 1.48 -1.53 -3.80
H 3.13 -2.11 -4.17
H 3.60 -2.40 0.04
H 2.40 -2.19 2.19
H 0.42 -1.60 3.42
H -0.73 -1.22 5.37
H -3.95 -0.33 2.84
H -1.12 -1.09 0.08
H -1.45 -0.42 -3.44
H -1.56 -0.09 -1.71
H -2.29 -2.49 -1.33
H -3.38 -1.63 -2.43
H -2.18 -2.76 -3.07
H -1.27 3.92 -2.83
H -2.22 2.42 -2.67
H -1.74 3.01 -4.28
H -1.01 2.86 -0.74
*
```

HOMO level = -0.2961 hartree
Calculated total energy = -38419.73068 eV
HOMO-LUMO gap = 7.9131 eV
Relative energy (zero: lowest compared OMol25 entry of this formula, charge and spin) = 143.0 kcal/mol